[1]
This record from the Open Molecules 2025 dataset describes 2 unconnected molecules or ions with the total composition C4H7NO. The level of theory is the ωB97M-V functional and the def2-TZVPD basis.

The LUMO energy is 0.02997 hartree. The net charge is 0. As for the SMILES: c1cc[nH]c1.O.

Last column: Mulliken charge in e.
Positions of all 13 atoms, in Å:
O 2.8825 -0.6303 2.5587  -0.65
H 3.5463 -0.1411 2.0218  0.32
H 3.3564 -0.8601 3.3898  0.32
C -1.2092 0.9646 -1.6454  -0.34
C -0.7654 -0.4170 -1.8428  -0.37
C -1.2813 1.2444 -0.3017  -0.45
C -0.6044 -0.9893 -0.5582  -0.41
N -0.7948 0.0990 0.3020  -0.02
H -1.5192 1.6031 -2.4726  0.35
H -0.7488 -0.9641 -2.7854  0.35
H -1.7475 2.0779 0.2236  0.34
H -0.3530 -1.9910 -0.2098  0.34
H -0.7616 0.0038 1.3200  0.21

***

[2]
This record from the Open Molecules 2025 dataset describes a single C17H20FN3O3S molecule. The level of theory is the ωB97M-V functional and the def2-TZVPD basis.

The LUMO energy is 0.01089 hartree. The net charge is 0. As for the SMILES: CN(C)CCNC(=O)c1cccc(S(=O)(=O)Nc2ccccc2F)c1.

Last column: Mulliken charge in e.
Positions of all 45 atoms, in Å:
C 4.6303 0.0607 1.0751  -0.84
N 5.4147 -0.1046 -0.1311  -0.10
C 6.5725 -0.9414 0.1051  -1.03
H 6.3052 -1.9710 0.3930  0.36
H 7.1792 -0.9808 -0.7987  0.34
H 7.1699 -0.5028 0.9021  0.33
C 4.6363 -0.6036 -1.2487  -0.56
H 4.1898 -1.5944 -1.0293  0.35
C 3.5255 0.3561 -1.6870  -0.97
N 2.2735 0.1085 -1.0087  -0.05
C 1.6008 1.0546 -0.3220  0.27
O 1.9820 2.2035 -0.2123  -0.65
C 0.3423 0.5757 0.3386  0.57
C -0.4367 -0.4596 -0.1665  -0.57
C -1.5727 -0.8437 0.5155  0.02
C -1.9701 -0.2242 1.6839  -0.27
C -1.2106 0.8277 2.1733  -0.87
C -0.0683 1.2253 1.5010  -0.58
H 0.5324 2.0464 1.8627  0.48
H -1.5099 1.3338 3.0780  0.43
H -2.8549 -0.5725 2.1912  0.57
S -2.5735 -2.1387 -0.2072  1.09
O -1.7729 -2.9017 -1.1150  -0.68
O -3.3135 -2.8099 0.8133  -0.65
N -3.6360 -1.2733 -1.1796  -0.29
C -4.4645 -0.2845 -0.6604  -0.15
C -5.1859 -0.4803 0.5134  -0.24
C -6.0141 0.5163 0.9977  -0.82
C -6.1489 1.7182 0.3224  -0.41
C -5.4450 1.9313 -0.8511  -0.58
C -4.6135 0.9363 -1.3188  0.81
F -3.9056 1.1386 -2.4600  -0.33
H -5.5260 2.8548 -1.4018  0.44
H -6.8005 2.4887 0.7029  0.39
H -6.5663 0.3475 1.9094  0.41
H -5.0841 -1.4232 1.0253  0.60
H -3.2221 -1.0506 -2.0733  0.34
H -0.1990 -0.9780 -1.0830  0.49
H 1.9309 -0.8392 -1.0167  0.18
H 3.3665 0.2505 -2.7659  0.40
H 3.8149 1.3863 -1.4722  0.42
H 5.3275 -0.7304 -2.0857  0.46
H 3.8849 0.8368 0.9251  0.19
H 5.2896 0.3804 1.8801  0.40
H 4.1260 -0.8693 1.3860  0.31

***

[3]
This record from the Open Molecules 2025 dataset describes 2 unconnected molecules or ions with the total composition C5H11NO3. The level of theory is the ωB97M-V functional and the def2-TZVPD basis.

The LUMO energy is 0.02460 hartree. The net charge is 0. As for the SMILES: CC(=O)NCCC=O.O.

Last column: Mulliken charge in e.
Positions of all 20 atoms, in Å:
O 0.1380 0.3139 2.2506  -0.66
C -0.4535 -0.3605 1.4300  0.57
N 0.2418 -1.0138 0.4383  -0.12
C -0.2715 -1.0935 -0.9190  -0.58
C 0.3278 -0.0607 -1.8563  -0.63
C 1.7976 0.2023 -1.7875  0.07
O 2.5510 -0.3766 -1.0438  -0.53
C -1.9380 -0.6126 1.4846  -1.19
H 1.2364 -0.8485 0.4417  0.33
H -0.0840 -2.0776 -1.3695  0.30
H -1.3498 -1.0029 -0.9269  0.29
H 0.1096 -0.3379 -2.8854  0.42
H -0.1686 0.9162 -1.7640  0.30
H 2.2049 0.8966 -2.5553  0.35
H -2.0961 -1.6913 1.5837  0.36
H -2.2732 -0.2367 2.4559  0.35
H -2.5872 -0.1990 0.7130  0.33
H 1.5425 2.4012 1.7995  0.33
H 0.1350 2.3331 1.3356  0.32
O 0.9372 2.8484 1.1750  -0.63

***

[4]
This record from the Open Molecules 2025 dataset describes 2 unconnected molecules or ions with the total composition C7H17N. The level of theory is the ωB97M-V functional and the def2-TZVPD basis.

The LUMO energy is 0.02950 hartree. The net charge is 0. As for the SMILES: C=C(C)C(C)(C)C.N.

Last column: Mulliken charge in e.
Positions of all 25 atoms, in Å:
C 0.8569 0.1532 -0.0821  1.63
C 1.3675 1.1728 -1.1088  -1.89
C 1.5554 0.4313 1.2567  -1.82
C 1.2286 -1.2562 -0.5597  -1.54
H -0.7173 -1.1498 1.0404  0.27
H 0.9658 0.9884 -2.1093  0.36
H 2.4591 1.1249 -1.2002  0.47
H 1.1044 2.1954 -0.8225  0.41
H 1.0040 -2.0046 0.2042  0.44
H 1.1926 -0.2418 2.0393  0.33
H 2.6409 0.3042 1.1644  0.47
H 1.4083 1.4652 1.5843  0.40
H 2.3086 -1.3368 -0.7342  0.46
H 0.7064 -1.5360 -1.4782  0.30
C -1.6022 0.2123 -1.2877  -1.49
C -0.8511 0.4304 0.0040  0.69
N -1.4903 -1.9892 1.2854  -0.81
C -1.3627 1.2765 0.9153  -0.89
H -1.7962 -2.2797 0.3561  0.30
H -2.2975 -1.5395 1.7145  0.27
H -1.8141 1.1645 -1.7831  0.32
H -1.0466 -0.3993 -2.0004  0.30
H -2.5535 -0.2907 -1.0880  0.44
H -2.3887 1.6217 0.8275  0.32
H -0.8783 1.4828 1.8622  0.24

***

[5]
This record from the Open Molecules 2025 dataset describes a molecular structure, C21H33Cl2FI2N2NbO4P2S. The level of theory is the ωB97M-V functional and the def2-TZVPD basis.

The LUMO energy is 0.02940 hartree. The net charge is -1.

Last column: Mulliken charge in e.
Positions of all 69 atoms, in Å:
C 1.4192 3.3449 1.9659  -1.55
C 1.8360 2.5248 0.7740  0.24
O 3.0058 2.3646 0.5207  -0.51
N 0.8450 2.0889 -0.1767  1.03
C 0.4149 3.3376 -0.8555  -1.45
Nb -0.4288 0.4906 0.1010  -0.35
C -2.2473 -0.8215 0.3280  -0.80
C -2.1822 -2.2686 -0.2229  -0.22
C -2.5411 -3.2665 0.8696  -0.83
Cl -1.9928 -4.9390 0.5075  -0.23
P -0.4558 0.6282 2.6978  0.27
N 1.0955 0.5417 3.0685  -0.56
C 1.1180 -1.1492 -0.1112  -0.58
I 1.0168 -2.5869 1.4710  0.04
C 2.5507 -0.6525 -0.2616  -0.93
C 2.8434 -0.0359 -1.6213  -1.14
I 3.9842 -2.3635 -0.1833  -0.01
P -1.0620 0.6558 -2.4326  0.37
O -0.0424 -0.4402 -3.1413  -0.44
Cl -2.9179 -0.1715 -2.8509  -0.26
S -2.3278 2.2983 0.4932  1.02
O -3.4039 1.7680 1.3069  -0.59
O -2.7631 2.9067 -0.7505  -0.68
F -1.7906 3.5457 1.4323  -0.32
H 0.3469 3.4848 2.0638  0.30
H 1.8974 4.3216 1.8512  0.46
H 1.8443 2.8659 2.8455  0.33
H 1.2626 3.7185 -1.4393  0.32
H -0.4064 3.1567 -1.5421  0.42
H 0.1541 4.1138 -0.1329  0.44
H -2.5734 -0.8481 1.3731  0.40
H -3.0659 -0.3191 -0.1914  0.49
H -1.2515 -2.5657 -0.7143  0.29
H -2.9646 -2.3632 -0.9817  0.22
H -3.6156 -3.2759 1.0436  0.44
H -2.0528 -2.9918 1.8035  0.40
H -1.1393 1.7418 3.2353  0.01
H -1.2299 -0.4372 3.2041  -0.01
H 1.2899 -0.2949 3.6072  0.30
H 0.8877 -1.7170 -1.0196  0.70
H 2.8930 -0.0738 0.5908  0.67
H 2.6652 -0.7858 -2.3953  0.54
H 2.1817 0.8039 -1.8232  0.05
H 3.8899 0.2557 -1.6868  0.43
H -0.3972 -1.3378 -3.0774  0.31
C -7.9573 -4.1531 -0.6102  -0.40
C -6.6352 -4.5688 -0.6923  -0.54
C -5.6276 -3.6371 -0.9013  -0.26
C -5.9384 -2.2889 -1.0205  -0.08
C -7.2603 -1.8735 -0.9352  -0.60
C -8.2695 -2.8055 -0.7333  -0.30
H -8.7446 -4.8790 -0.4487  0.35
H -6.3880 -5.6182 -0.5926  0.38
H -4.5972 -3.9628 -0.9716  0.44
H -5.1512 -1.5607 -1.1778  0.25
H -7.5011 -0.8220 -1.0247  0.39
H -9.3006 -2.4808 -0.6697  0.36
C 6.0654 1.2528 0.2947  0.13
C 7.2951 0.6207 0.4122  -0.58
C 8.4641 1.3179 0.1351  -0.34
C 8.4017 2.6493 -0.2549  -0.38
C 7.1696 3.2802 -0.3712  -0.50
C 5.9999 2.5824 -0.0988  -0.36
H 5.1520 0.7130 0.5092  0.20
H 7.3395 -0.4168 0.7194  0.36
H 9.4238 0.8234 0.2226  0.35
H 9.3132 3.1942 -0.4687  0.35
H 7.1210 4.3189 -0.6750  0.36
H 5.0360 3.0612 -0.1896  0.41

***

Number 1: electronic energy -7798.34292 eV. Number 2: electronic energy -42119.01544 eV. Number 3: electronic energy -12995.92105 eV. Number 4: electronic energy -9023.32659 eV. Number 5: electronic energy -108410.03727 eV.